30
Properties=species:S:1:pos:R:3:nbo_charge:R:1 method="wB97M-V/def2-TZVPD" gap_ev=11.49 lumo_ev=0.63 smiles="COCO[P@](=O)(OCCF)OC(F)(F)C(F)(F)C(F)(F)F"
C -1.80 -2.43 -0.01 -0.256
O -2.26 -1.65 -1.10 -0.536
C -2.59 -0.33 -0.78 0.234
O -1.92 0.55 -1.69 -0.806
P -0.43 1.02 -1.53 2.575
O 0.04 1.89 -2.60 -1.057
O 0.42 -0.27 -1.21 -0.835
C 1.53 -0.63 -2.07 -0.108
C 2.49 -1.50 -1.28 0.027
F 3.47 -0.72 -0.66 -0.365
O -0.52 1.72 -0.05 -0.798
C 0.59 2.13 0.66 0.877
F 1.70 2.07 -0.10 -0.303
F 0.39 3.41 1.02 -0.303
C 0.86 1.31 1.96 0.537
F 1.91 1.90 2.58 -0.294
F 1.20 0.05 1.63 -0.299
C -0.29 1.24 2.99 0.925
F 0.11 0.53 4.03 -0.295
F -0.65 2.45 3.39 -0.294
F -1.37 0.65 2.48 -0.313
H -2.44 -2.34 0.87 0.174
H -0.77 -2.16 0.26 0.178
H -1.82 -3.47 -0.34 0.200
H -2.32 -0.09 0.24 0.164
H -3.65 -0.16 -0.95 0.178
H 1.13 -1.16 -2.93 0.202
H 2.05 0.27 -2.39 0.232
H 2.99 -2.21 -1.94 0.178
H 1.95 -2.03 -0.49 0.181


42
Properties=species:S:1:pos:R:3:nbo_charge:R:1 method="wB97M-V/def2-TZVPD" charge=-1 gap_ev=5.98 lumo_ev=3.00
F -2.69 0.88 1.17 -0.329
C -3.45 0.70 0.08 0.985
F -4.39 -0.22 0.43 -0.364
F -4.13 1.85 -0.12 -0.347
C -2.68 0.26 -1.13 -0.498
C -1.74 1.28 -1.74 -0.729
P -0.02 1.53 -0.86 0.483
H -2.13 -0.64 -0.81 0.231
H -3.47 -0.08 -1.82 0.203
H -1.48 0.93 -2.75 0.195
H -2.23 2.25 -1.83 0.196
H 0.63 0.62 -1.88 -0.233
H -0.28 0.34 0.01 -0.215
H -0.67 2.42 0.14 -0.210
H 0.21 2.68 -1.75 -0.183
H 1.29 1.72 -0.21 -0.172
C -2.66 -1.86 4.73 -0.430
C -1.46 -2.74 5.06 -0.431
C -1.39 -3.63 3.82 -0.063
O -1.87 -2.85 2.74 -0.533
C -2.47 -1.64 3.23 -0.073
H -2.68 -0.92 5.28 0.214
H -3.59 -2.40 4.92 0.193
H -0.56 -2.13 5.14 0.203
H -1.57 -3.31 5.98 0.204
H -2.02 -4.52 3.95 0.151
H -0.37 -3.96 3.59 0.178
H -1.80 -0.79 3.03 0.188
H -3.40 -1.47 2.69 0.196
C 4.53 0.74 -4.02 -0.429
C 4.79 0.73 -2.52 -0.432
C 4.06 1.99 -2.07 -0.069
O 2.98 2.17 -2.98 -0.518
C 3.10 1.26 -4.06 -0.067
H 4.63 -0.24 -4.49 0.204
H 5.21 1.44 -4.53 0.188
H 4.33 -0.15 -2.07 0.208
H 5.85 0.73 -2.26 0.200
H 4.72 2.86 -2.11 0.146
H 3.64 1.91 -1.06 0.207
H 2.38 0.45 -3.93 0.179
H 2.85 1.79 -4.99 0.172


52
Properties=species:S:1:pos:R:3:nbo_charge:R:1 method="wB97M-V/def2-TZVPD" charge=+2 de_lowest_kcal_mol=12.03 s2=0.754 gap_ev="11.17 / 6.33" lumo_ev="-5.76 / -10.60" multiplicity=2
N -0.23 0.99 -1.31 -0.783
C -1.70 0.72 -1.42 -0.055
C -2.40 2.04 -1.70 -0.633
C -2.25 0.13 -0.11 -0.295
N -1.97 -1.29 0.13 0.062
C -1.95 -1.61 1.56 -0.484
C -2.82 -2.20 -0.64 -0.477
H 0.43 0.18 -1.51 0.462
H 0.08 1.67 -2.02 0.467
H -0.01 1.38 -0.36 0.458
H -1.84 0.04 -2.25 0.225
H -2.04 2.49 -2.63 0.249
H -3.47 1.88 -1.84 0.243
H -2.27 2.76 -0.90 0.233
H -1.87 0.70 0.74 0.256
H -3.33 0.27 -0.11 0.273
H -2.89 -1.31 2.02 0.282
H -1.77 -2.67 1.72 0.252
H -1.13 -1.09 2.06 0.275
H -2.73 -1.99 -1.71 0.251
H -3.87 -2.06 -0.34 0.280
H -2.54 -3.23 -0.47 0.258
H 2.92 -3.21 -3.61 0.504
H 2.01 -3.10 -2.34 0.491
O 2.10 -2.81 -3.26 -0.974
H 1.00 -2.56 -0.40 0.473
H 1.81 -3.79 0.00 0.512
O 1.86 -2.97 -0.50 -0.945
H 0.73 1.59 1.63 0.518
H 0.31 3.08 1.29 0.510
O 0.00 2.18 1.24 -1.030
H 4.14 -1.06 0.72 0.511
H 2.74 -1.53 0.21 0.510
O 3.21 -0.82 0.69 -0.996
H -2.53 1.98 3.39 0.493
H -1.15 1.99 2.62 0.497
O -1.59 1.77 3.47 -0.986
H 1.70 2.66 -3.21 0.518
H 1.94 2.07 -1.80 0.528
O 1.41 1.96 -2.62 -0.987
H 1.35 0.37 3.12 0.514
H 2.34 0.14 1.93 0.505
O 1.93 0.84 2.47 -1.002
H -0.62 0.39 4.04 0.513
H 0.29 -0.38 5.03 0.503
O 0.04 -0.34 4.11 -1.004
H 2.02 -1.16 -2.65 0.520
H 2.23 0.39 -2.65 0.512
O 1.95 -0.35 -2.08 -1.023
H 2.80 2.20 0.62 0.504
H 2.89 0.85 -0.13 0.518
O 2.71 1.80 -0.25 -1.005


| no. | molar mass (u) |
| --- | --- |
| 1 | 356.1 |
| 2 | 277.3 |
| 3 | 283.3 |